# C6H6Cl2LuN2O3Tl

A molecular structure, C6H6Cl2LuN2O3Tl at a distorted geometry (ωB97M-V/def2-TZVPD, OMol25).

Calculated values
Energy above the lowest of the compared OMol25 structures with the same formula, charge and spin: 5.6 kcal per mole
Energy: -78751.0469 eV

Structure (ORCA input):
```
! RIJCOSX wB97M-V def2-TZVPD def2/J DEFGRID3
* xyz 4 1
O -7.78 -1.26 -2.54
C 4.56 0.49 0.93
H 4.06 1.40 1.30
C -6.78 -0.80 -2.11
C 2.54 -0.76 0.65
H 5.22 -1.55 2.44
C 4.21 -1.77 2.07
C -6.48 1.11 -1.82
O 0.74 2.34 0.14
H 5.54 0.42 1.42
H 3.54 -1.89 2.94
Cl -3.65 1.34 0.21
O -7.41 1.82 -1.79
Cl -3.19 -1.59 -2.80
N 3.73 -0.69 1.19
H 4.73 0.59 -0.16
C -0.04 1.57 -0.20
H 4.21 -2.74 1.54
Lu -4.61 -0.32 -1.24
Tl -1.24 -0.90 -0.69
N 1.45 -0.77 0.18
*
```